10
Properties=species:S:1:pos:R:3:forces:R:3 method="wB97M-V/def2-TZVPD" spin_multiplicity=1 lumo_ev=3.9 orbital_gap_ev=6.76 total_charge=-1 de_lowest_kcal_mol=21.6
C -2.35315 0.82785 0.65680 -0.873 -0.185 -0.497
S -0.95208 0.81686 -0.53910 0.028 -0.230 0.236
H -2.30161 0.31553 1.62628 0.849 0.347 0.042
H -3.26659 0.34252 0.26251 0.389 0.092 -0.461
H -2.65063 1.86981 0.76870 0.031 0.043 0.513
O 2.95473 -2.23007 -0.89576 -0.180 -0.189 0.512
C 2.58475 -1.10322 -0.71998 0.573 1.422 -0.505
O 1.83675 -0.62241 0.26217 -0.088 -1.005 0.054
H 2.97255 -0.26640 -1.35682 -0.324 -0.399 -0.176
H 1.17527 0.04953 -0.06479 -0.406 0.105 0.283